No. 1
Density functional theory data (ωB97M-V/def2-TZVPD) for C31H26I2N4O3PSn as an isolated structure at a distorted geometry.

The geometry in XYZ format:
```
68
Properties=species:S:1:pos:R:3:forces:R:3
Sn 0.255352 -0.938971 0.980881 -0.512 1.184 0.678
C 2.026745 -1.739192 5.073917 -0.078 0.072 0.036
C 1.743876 -1.230811 3.702140 0.066 0.060 -0.002
N 0.635250 -0.723449 3.323164 -0.133 -0.174 0.015
O -0.378496 -0.705397 4.248684 -0.073 -0.109 -0.055
C 2.758633 -1.258799 2.651692 0.366 -0.181 -0.130
C 4.217227 -1.405793 2.931987 -0.053 0.052 0.052
N 2.341032 -1.168150 1.420640 0.004 -0.499 -0.366
O 3.066520 -1.151265 0.394405 0.065 -0.005 0.074
H 1.117655 -2.134785 5.521096 0.006 0.001 0.000
H 2.376053 -0.924085 5.711422 0.014 0.011 -0.014
H 2.795148 -2.507913 5.048560 0.020 0.018 -0.010
H -1.042149 -0.147284 3.814973 0.033 0.118 0.083
H 4.495785 -0.869895 3.838685 0.001 -0.022 0.015
H 4.782892 -1.013167 2.090391 -0.013 -0.001 -0.013
H 4.486613 -2.457287 3.059070 0.025 0.002 -0.019
I -3.168005 2.848272 2.146846 -0.001 0.004 -0.037
C -3.435052 0.801797 1.979296 0.056 -0.038 0.053
C -4.720171 0.236759 2.118527 -0.039 -0.006 -0.022
C -4.925576 -1.113710 2.062089 0.009 -0.007 0.008
I -6.852625 -1.855573 2.336959 -0.004 0.009 -0.025
C -3.827219 -1.985879 1.833995 0.009 0.049 -0.043
C -3.908551 -3.388409 1.722568 0.024 -0.022 -0.009
C -2.786958 -4.137148 1.472873 -0.044 0.002 0.011
C -1.561794 -3.491834 1.314856 0.025 0.026 0.034
N -1.450942 -2.180028 1.431996 0.150 -0.335 0.075
C -2.548311 -1.407459 1.691236 -0.079 0.096 -0.105
C -2.331336 0.003980 1.780982 -0.060 -0.219 -0.067
O -1.091316 0.453992 1.722803 0.052 0.152 -0.125
H -5.558227 0.901379 2.278303 0.004 -0.002 0.028
H -4.872872 -3.868507 1.823953 0.003 -0.003 0.027
H -2.835668 -5.212459 1.388166 -0.006 0.002 -0.029
H -0.662867 -4.048443 1.081781 0.010 0.007 0.018
N -0.100654 -0.731438 -0.899869 0.252 -0.298 -0.186
P 0.365219 0.527199 -1.749152 -0.149 -0.052 0.022
C -0.916892 1.803857 -1.733360 0.041 0.024 -0.031
C -0.660824 3.171961 -1.722895 -0.001 -0.009 -0.117
C -1.713941 4.076365 -1.758999 -0.008 0.006 0.001
C -3.021546 3.620080 -1.816945 0.006 0.002 -0.001
C -3.282468 2.255692 -1.842185 0.005 0.004 0.009
C -2.235674 1.351039 -1.796888 -0.026 -0.004 0.071
C 0.561876 0.053078 -3.470142 0.058 0.010 0.021
C 0.442314 -1.281873 -3.835658 0.030 -0.015 0.021
C 0.592532 -1.647297 -5.166511 -0.004 0.004 -0.009
C 0.867060 -0.682445 -6.123470 -0.007 0.002 0.002
C 0.986755 0.653927 -5.758765 -0.001 -0.001 0.001
C 0.830123 1.023704 -4.434394 0.003 0.008 -0.008
C 1.898657 1.288037 -1.198874 -0.046 0.108 0.007
C 1.876043 2.108470 -0.068390 -0.002 -0.101 0.092
C 3.059119 2.624545 0.437611 0.015 -0.059 0.053
C 4.266327 2.308608 -0.171868 0.004 -0.014 0.005
C 4.292836 1.474800 -1.280540 0.010 -0.002 0.018
C 3.111983 0.965121 -1.796271 -0.011 0.102 -0.099
H 0.356595 3.540286 -1.700929 0.006 -0.001 0.024
H -1.509258 5.138758 -1.745513 0.000 0.001 -0.002
H -3.840019 4.327441 -1.844709 0.000 0.001 -0.007
H -4.302705 1.898913 -1.899521 -0.001 -0.001 0.010
H -2.434788 0.285721 -1.806832 0.007 0.000 -0.001
H 0.236044 -2.021514 -3.073112 -0.009 0.003 -0.001
H 0.496423 -2.685438 -5.455334 0.006 -0.001 0.002
H 0.987149 -0.969327 -7.159847 -0.001 0.000 -0.001
H 1.199435 1.404392 -6.508188 -0.003 0.002 0.000
H 0.918149 2.066587 -4.150949 -0.010 0.001 -0.002
H 0.933671 2.348499 0.416051 -0.010 0.041 -0.030
H 3.038698 3.273358 1.303577 -0.001 0.003 -0.002
H 5.190206 2.713020 0.220694 -0.001 0.002 0.000
H 5.236469 1.215094 -1.741134 -0.002 0.017 -0.014
H 3.134416 0.320283 -2.665597 0.000 -0.020 0.017
```
Forces are in eV/Å.

The value obtained for the largest force on an atom is 1.5 eV Å⁻¹. Its LUMO energy is -3.56 eV. As for the spin multiplicity: 1. The net charge is +1. The value obtained for the orbital gap is 0.266 Ha. The energy relative to the best compared isomer or geometry (same formula, charge and spin) comes out at 0.000 eV. The value obtained for the HOMO energy is -10.784 eV.


No. 2
Density functional theory data (ωB97M-V/def2-TZVPD) for C31H27BMnN6O3 as an isolated structure at a distorted geometry.

The geometry in XYZ format:
```
69
Properties=species:S:1:pos:R:3:forces:R:3
Mn 2.260640 0.188577 -0.972654 3.333 0.935 0.758
N 1.269279 3.699856 1.215804 -0.105 -0.071 0.074
C 1.550233 2.428470 0.890027 -0.016 0.068 -0.256
N 1.614339 2.009001 -0.327486 -0.077 -0.578 0.233
C 1.368312 2.862756 -1.401203 0.105 0.095 -0.026
N 1.450398 2.434223 -2.604208 -0.298 0.248 -0.208
N 1.616162 1.063562 -2.690388 -0.245 -0.373 0.170
C 2.723362 0.654797 -3.201539 0.482 0.229 -0.787
C 3.006008 -0.807331 -3.290312 -0.155 -0.072 0.160
C 3.487641 -1.502609 -4.381693 -0.048 0.125 0.048
C 3.633912 -2.877584 -4.247873 0.001 -0.032 -0.007
C 3.303656 -3.497400 -3.052858 -0.005 -0.042 0.057
C 2.849163 -2.725286 -1.992010 0.183 0.093 -0.284
N 2.734634 -1.414120 -2.130278 -0.486 0.229 0.249
C 1.039692 4.258647 -1.100312 -0.023 0.126 -0.022
C 0.754451 5.199746 -2.092002 0.055 -0.149 0.001
C 0.438404 6.497043 -1.751955 -0.010 0.033 0.028
C 0.397237 6.877219 -0.409211 0.002 0.005 0.022
C 0.670345 5.963520 0.587482 0.011 -0.067 -0.085
C 0.989047 4.654035 0.233952 0.044 -0.048 0.090
H 1.178024 3.941017 2.188339 0.048 0.048 -0.008
H 1.751669 1.720158 1.684880 -0.022 0.069 0.051
H 3.421847 1.378684 -3.619879 0.031 -0.116 -0.007
H 3.723720 -0.988385 -5.302987 0.009 -0.022 -0.005
H 3.999024 -3.464223 -5.080451 0.002 -0.003 0.007
H 3.404263 -4.566829 -2.931886 0.007 0.009 -0.024
H 2.594214 -3.136154 -1.024789 -0.010 0.005 0.005
H 0.790366 4.872064 -3.122267 -0.012 0.049 -0.002
H 0.218695 7.222021 -2.523592 0.002 -0.005 0.000
H 0.148051 7.896011 -0.143538 0.001 -0.003 -0.007
H 0.641762 6.244696 1.632807 -0.010 0.038 -0.006
N 4.165998 -2.429732 5.782994 -0.014 0.021 -0.032
C 3.843595 -2.050670 4.745776 0.018 -0.033 0.041
C 3.440910 -1.577326 3.450571 -0.033 0.014 -0.066
C 2.273687 -2.049360 2.858765 0.116 0.038 0.066
C 1.892243 -1.573819 1.611747 -0.163 -0.123 -0.118
C 2.631151 -0.627717 0.887450 -0.324 -0.003 0.022
C 3.810463 -0.185110 1.522930 0.020 0.165 -0.079
C 4.212964 -0.637195 2.768525 -0.118 -0.096 0.053
H 1.668753 -2.780302 3.380244 -0.019 0.001 -0.027
H 0.969438 -1.979610 1.208690 0.030 0.007 0.001
H 4.439647 0.538977 1.018150 -0.053 -0.050 -0.050
H 5.127664 -0.273133 3.220016 -0.002 0.019 -0.035
C -5.428020 -2.934710 2.250181 -0.001 -0.002 0.004
C -5.254874 -1.680523 1.382201 0.041 0.009 -0.007
C -6.375381 -1.629890 0.334047 -0.002 0.002 -0.002
C -5.393384 -0.454494 2.285694 -0.018 0.014 0.016
C -3.895831 -1.727774 0.677993 0.061 0.100 0.028
C -3.611204 -2.787624 -0.186424 0.011 -0.032 -0.026
C -2.400390 -2.906691 -0.867207 -0.061 0.021 0.040
C -1.469509 -1.916859 -0.654062 -0.071 0.091 0.094
O -0.211907 -1.772746 -1.179233 0.109 0.008 0.016
B 0.323812 -0.591469 -0.623159 0.048 0.016 0.077
O -0.648632 -0.023109 0.229071 0.048 0.059 -0.062
C -1.734313 -0.858233 0.197883 0.022 -0.075 -0.055
C -2.926975 -0.734845 0.874263 -0.121 -0.113 -0.020
H -6.394759 -2.908877 2.759452 0.015 -0.010 -0.007
H -4.642541 -2.993690 3.006408 -0.011 0.006 -0.010
H -5.385971 -3.845676 1.651920 -0.006 0.009 0.007
H -7.350094 -1.593016 0.827230 0.011 -0.004 -0.015
H -6.358278 -2.506671 -0.314512 -0.005 0.009 0.011
H -6.275434 -0.744274 -0.296958 0.002 -0.010 0.013
H -6.375832 -0.468087 2.762186 0.019 0.010 -0.002
H -5.310378 0.476926 1.721294 -0.008 -0.021 -0.003
H -4.640385 -0.445955 3.076697 -0.012 -0.016 -0.011
H -4.360577 -3.554028 -0.338970 0.017 -0.012 -0.013
H -2.203267 -3.736272 -1.532482 0.002 -0.001 -0.002
H -3.093701 0.106678 1.530494 0.025 0.009 -0.005
O 3.912761 0.770721 -1.067784 -2.370 -0.850 -0.061
```
Forces are in eV/Å.

The value obtained for the largest force on an atom is 3.5 eV Å⁻¹. Its LUMO energy (alpha / beta) is -0.39 / -0.38 eV. As for the spin multiplicity: 2. The value obtained for the orbital gap (alpha / beta) is 0.276 / 0.268 Ha. The energy relative to the best compared isomer or geometry (same formula, charge and spin) comes out at 0.798 eV. The value obtained for the HOMO energy (alpha / beta) is -7.889 / -7.679 eV.


No. 3
Density functional theory data (ωB97M-V/def2-TZVPD) for C31H27Cl2N2O5W as an isolated structure at a distorted geometry.

The geometry in XYZ format:
```
68
Properties=species:S:1:pos:R:3:forces:R:3
W -0.530607 0.207471 0.060854 0.809 -1.077 -0.184
C 3.667447 1.242149 2.023440 0.018 -0.013 -0.003
C 2.217375 1.607335 1.930955 -0.035 -0.033 0.044
C 1.363904 1.356633 3.002187 -0.056 0.010 -0.018
C -0.003052 1.580186 2.917120 0.100 -0.019 -0.062
C -0.931636 1.151582 4.010474 -0.015 0.006 0.002
C -0.504976 2.189362 1.755246 -0.131 0.038 -0.071
C 0.345178 2.573280 0.700472 0.010 0.041 -0.038
C -0.109657 3.522964 -0.376809 0.005 -0.028 0.024
C 1.691396 2.180169 0.775091 -0.159 -0.006 -0.105
H 4.191093 1.930750 2.689139 0.000 -0.005 0.009
H 4.152946 1.277307 1.050273 -0.007 0.012 -0.005
H 3.780222 0.237422 2.431980 0.007 -0.003 -0.002
H 1.768405 0.909371 3.902693 0.015 0.003 0.006
H -0.381299 0.866351 4.905034 -0.005 0.006 0.010
H -1.512922 0.285541 3.680232 0.014 -0.015 0.006
H -1.634312 1.942706 4.273291 -0.003 0.006 -0.013
H -1.546891 2.495475 1.724544 0.020 0.017 0.026
H 0.404328 3.331537 -1.316860 0.005 0.009 0.007
H 0.118174 4.538830 -0.047402 0.011 0.005 -0.023
H -1.181645 3.458664 -0.550848 0.005 0.008 0.013
H 2.338362 2.389402 -0.069149 0.021 0.015 0.022
C 0.151365 3.263652 -4.962411 0.023 0.001 -0.030
O 0.186911 2.392575 -3.839887 -0.039 0.026 0.050
C -0.593560 1.289903 -3.884281 0.204 -0.114 0.001
C -1.441872 0.938836 -4.932044 0.060 0.097 -0.035
C -2.241100 -0.189904 -4.842126 -0.042 -0.088 -0.005
C -2.202154 -1.006435 -3.722303 0.108 -0.223 0.021
C -1.331926 -0.695208 -2.686153 0.038 0.351 -0.114
C -1.275748 -1.420746 -1.392713 -0.158 0.160 0.020
N -0.099070 -1.596954 -0.779568 -0.279 0.280 0.210
N 0.201904 -2.631995 0.069339 0.118 0.163 -0.021
C 0.743148 -2.106668 1.117312 0.074 -0.056 0.040
O 0.721230 -0.780603 1.254937 -0.237 0.085 -0.010
C 1.355700 -2.897851 2.191735 -0.045 -0.002 -0.022
C 1.883852 -4.156389 1.924126 0.001 -0.049 0.024
C 2.435143 -4.902559 2.953561 -0.010 0.004 -0.032
C 2.454778 -4.397803 4.246035 0.002 0.012 0.037
C 1.923022 -3.143047 4.515115 -0.004 0.004 -0.011
C 1.375989 -2.390548 3.489184 0.037 -0.024 -0.029
C -0.551961 0.458938 -2.767394 -0.161 -0.170 0.079
O 0.127062 0.827696 -1.637592 -0.590 0.217 0.476
H 0.812177 4.089936 -4.719295 -0.001 0.000 -0.008
H -0.857800 3.642862 -5.137031 0.004 0.008 0.011
H 0.515753 2.760485 -5.860276 -0.007 0.000 0.002
H -1.495679 1.561084 -5.813281 -0.016 -0.009 -0.004
H -2.906704 -0.434406 -5.658185 0.002 0.012 -0.017
H -2.824506 -1.890563 -3.667861 -0.010 -0.001 0.032
H -2.105853 -2.074780 -1.122361 -0.019 0.044 -0.002
H 1.861919 -4.541309 0.913671 -0.010 0.016 -0.012
H 2.851675 -5.878580 2.744952 0.004 -0.005 0.009
H 2.884528 -4.982076 5.048867 0.005 -0.010 -0.007
H 1.932892 -2.755854 5.525459 0.002 -0.001 0.001
H 0.950170 -1.414847 3.682866 -0.003 0.007 0.008
Cl -7.603710 -1.717077 0.947946 -0.032 -0.003 -0.002
C -5.922975 -1.346116 1.008878 0.073 0.098 -0.058
C -5.091453 -2.082459 1.854539 0.015 -0.031 0.033
C -3.739020 -1.812610 1.931271 -0.109 0.046 -0.076
Cl -2.726058 -2.713692 2.984204 0.040 -0.010 0.020
C -3.178394 -0.801681 1.140031 -0.031 -0.081 0.127
O -1.878306 -0.554107 1.245864 0.229 0.212 -0.331
C -4.028000 -0.065153 0.297718 0.094 0.142 -0.144
C -3.493801 1.014330 -0.485180 0.074 -0.074 0.285
O -2.289459 1.294901 -0.562331 -0.080 0.127 -0.173
C -5.403945 -0.331029 0.238959 0.001 -0.151 0.091
H -5.510817 -2.873749 2.461025 0.006 -0.002 0.003
H -4.200747 1.654248 -1.021662 0.037 0.002 -0.065
H -6.045833 0.249868 -0.409812 0.003 0.015 -0.014
```
Forces are in eV/Å.

The value obtained for the largest force on an atom is 1.4 eV Å⁻¹. Its LUMO energy is -4.31 eV. As for the spin multiplicity: 1. The net charge is +1. The value obtained for the orbital gap is 0.231 Ha. The energy relative to the best compared isomer or geometry (same formula, charge and spin) comes out at 0.231 eV. The value obtained for the HOMO energy is -10.598 eV.


> What is the energy relative to the best compared isomer or geometry (same formula, charge and spin) in the first record?

0.000 eV